This record from the OMol25 dataset describes a molecular structure, C14H40AlN4O11P2 in a non-equilibrium geometry. The level of theory is ωB97M-V with the def2-TZVPD basis set.

Geometry as XYZ:
```
72
Properties=species:S:1:pos:R:3:forces:R:3
N 1.08044 -0.41701 -0.15407 -0.10 -0.05 -0.16
C 1.70981 0.03732 -1.39063 0.20 -0.11 -1.11
N 1.15413 1.35794 -1.76445 0.13 -0.18 0.34
N 3.18548 0.22251 -1.23181 -0.76 0.53 0.75
C 1.51937 -1.00152 -2.50020 -0.09 -1.03 0.31
Al 2.66753 -2.63263 -2.01036 1.15 0.85 -0.38
O 4.41851 -2.37235 -2.47172 -1.10 -0.40 -0.10
O 1.95881 -4.13911 -2.94678 -0.17 0.10 0.74
N 2.17644 -5.26685 -2.28089 0.07 0.13 -0.76
O 3.27134 -5.33073 -1.79530 0.03 -0.20 0.28
H 1.00124 0.35266 0.50037 0.20 -0.04 0.09
H 1.61984 -1.17404 0.25532 -0.13 -0.11 -0.02
H 1.29323 1.94536 -0.94195 -0.18 0.22 -0.13
H 0.15191 1.26403 -1.89679 -0.01 -0.07 -0.02
H 3.37695 1.16551 -1.55892 0.30 -0.14 -0.19
H 3.33008 0.25106 -0.22502 0.36 0.01 -0.06
H 0.46469 -1.30267 -2.60097 0.09 0.27 0.05
H 1.88179 -0.65874 -3.47667 0.00 0.31 0.24
H 2.51016 -2.94713 -0.43467 -0.09 -0.07 0.03
H 4.74201 -3.13509 -2.95972 0.06 -0.01 0.11
O -3.35599 -0.76433 -2.25186 -0.45 -3.23 1.96
P -4.47808 -1.44528 -2.97100 -1.42 5.00 -5.12
O -3.87997 -1.57698 -4.49016 -0.25 -0.44 0.63
C -2.74568 -2.41989 -4.71711 0.40 -0.22 0.00
C -3.06373 -3.88032 -4.45958 -0.14 0.01 0.09
O -5.46513 -0.12999 -3.13436 -0.18 -0.52 0.25
C -5.50666 0.86277 -2.10863 0.19 0.29 -0.11
C -4.77535 2.11000 -2.56220 -0.01 0.12 -0.14
O -5.75063 -2.46537 -3.24161 2.08 -0.92 2.41
C -6.85743 -2.17616 -4.09218 -0.96 -0.21 -0.30
C -6.55961 -2.33648 -5.56836 0.30 0.30 -0.12
H -1.90726 -2.09335 -4.09723 -0.06 0.04 0.02
H -2.45329 -2.28703 -5.75871 -0.15 0.17 0.00
H -3.28897 -4.05172 -3.40196 0.09 -0.03 -0.01
H -2.21852 -4.51106 -4.73489 0.04 0.04 0.07
H -3.93943 -4.19447 -5.02919 0.03 0.01 -0.05
H -5.08952 0.48250 -1.17653 0.11 -0.02 -0.07
H -6.55830 1.09684 -1.92186 -0.04 -0.09 -0.09
H -3.77355 1.87453 -2.91941 0.03 -0.11 0.17
H -4.69942 2.83371 -1.74838 -0.01 0.00 0.00
H -5.30732 2.57809 -3.39316 -0.03 0.01 0.04
H -7.29215 -1.20197 -3.88004 0.31 0.09 0.07
H -7.62258 -2.90726 -3.81689 0.22 -0.12 0.16
H -5.96884 -1.50393 -5.94780 0.06 -0.05 0.03
H -7.49434 -2.35999 -6.13316 -0.06 -0.05 0.13
H -6.00922 -3.25676 -5.76177 -0.06 -0.03 0.02
O 3.55108 1.63660 2.93163 3.68 1.14 0.02
P 3.69738 2.27864 4.27703 -6.90 -0.80 2.54
O 3.32947 1.03594 5.28345 0.65 0.47 -0.18
C 4.19566 -0.09683 5.31975 0.18 -0.35 -0.06
C 5.57014 0.25009 5.86194 0.00 0.16 -0.03
O 2.27838 3.11695 4.27978 0.63 0.23 0.11
C 1.77262 3.66021 3.05657 -0.32 -0.21 -0.18
C 0.59550 2.83928 2.57381 -0.17 -0.05 0.04
O 4.30332 3.24107 5.47499 2.16 -0.80 -2.43
C 3.52433 3.83480 6.51272 -0.10 0.72 0.76
C 3.14656 2.87909 7.62493 -0.27 -0.33 -0.18
H 4.27333 -0.53612 4.32197 -0.03 0.06 -0.01
H 3.72145 -0.83641 5.96513 -0.15 0.12 0.00
H 6.09484 0.93671 5.18985 0.03 -0.07 -0.01
H 6.17714 -0.64892 5.97328 -0.01 0.00 -0.05
H 5.49306 0.74544 6.83013 -0.02 -0.05 0.02
H 2.55219 3.70916 2.29683 0.01 -0.12 0.03
H 1.45326 4.68557 3.25925 0.05 -0.01 0.15
H 0.84063 1.77852 2.52866 0.17 0.05 -0.09
H 0.27252 3.16901 1.58452 -0.01 0.00 0.01
H -0.24547 2.93918 3.26282 0.00 0.05 -0.02
H 2.65116 4.35225 6.12246 0.00 -0.24 -0.24
H 4.16510 4.61370 6.93466 0.21 -0.12 -0.17
H 2.34400 2.20951 7.31887 0.06 -0.04 -0.03
H 2.79164 3.44222 8.49072 0.09 0.11 -0.06
H 3.99792 2.26972 7.92748 0.03 0.07 0.03
```
Forces are in eV/Å.

## Properties
- frontier orbital gap (Ha) = 0.21524
- total charge = -1
- energy relative to the best compared isomer or geometry (same formula, charge and spin) (kJ/mol) = 0.0
- HOMO energy (eV) = -4.641
- max |F| (eV/A) = 7.392
- LUMO energy (eV) = 1.22